{"formula": "C4H8ClN", "method": "ωB97M-V/def2-TZVPD", "molar_mass_g_mol": 105.568, "multiplicity": 1, "e_lumo_ev": 0.854, "relative_energy_kcal_mol": 74.55, "gap_ev": 11.03, "smiles": "C[C@@]1(CCl)CN1", "e_homo_ev": -10.18, "fmax_ha_per_bohr": 0.1247, "elements": ["H", "H", "H", "C", "H", "H", "H", "Cl", "H", "N", "C", "C", "C", "H"], "coordinates": [[-0.079, -2.329, -1.043], [-1.698, 1.191, 0.763], [1.163, -0.998, 1.135], [0.404, -1.429, -0.512], [0.669, 1.721, 0.894], [1.603, -1.211, -0.745], [1.902, 0.526, 0.383], [-2.921, -0.366, 0.096], [-1.678, 1.243, -0.944], [0.102, -1.264, 0.868], [1.054, 0.957, 0.106], [-1.453, 0.632, -0.039], [0.038, -0.086, -0.086], [0.891, 1.413, -0.877]], "mulliken_charge": [0.290, 0.325, 0.327, -0.261, 0.270, 0.182, 0.552, -0.213, 0.367, -0.614, -1.382, -0.679, 0.538, 0.299]}



{"formula": "CH2FNOS", "method": "ωB97M-V/def2-TZVPD", "molar_mass_g_mol": 95.098, "multiplicity": 1, "e_lumo_ev": -0.368, "relative_energy_kcal_mol": 13.52, "gap_ev": 9.94, "smiles": "O=C(F)NS", "e_homo_ev": -10.31, "fmax_ha_per_bohr": 0.0618, "elements": ["O", "C", "S", "N", "H", "F", "H"], "coordinates": [[-0.947, -1.461, -0.536], [-1.023, -0.334, -0.208], [1.752, -0.242, -0.326], [0.024, 0.483, 0.235], [0.078, 1.540, 0.208], [-2.187, 0.480, -0.231], [2.304, -0.466, 0.858]], "mulliken_charge": [-0.408, 0.614, -0.069, -0.377, 0.316, -0.236, 0.160]}



{"formula": "C33H40I2MoN3O3", "method": "ωB97M-V/def2-TZVPD", "molar_mass_g_mol": 876.449, "multiplicity": 1, "e_lumo_ev": -10.867, "relative_energy_kcal_mol": 33.60, "gap_ev": 5.60, "e_homo_ev": -16.46, "fmax_ha_per_bohr": 0.0902, "total_charge": 3, "elements": ["H", "C", "C", "H", "C", "H", "C", "O", "C", "H", "C", "H", "H", "C", "H", "C", "C", "H", "C", "C", "H", "H", "H", "C", "C", "H", "C", "H", "C", "N", "C", "C", "H", "C", "H", "C", "H", "I", "H", "O", "H", "H", "H", "N", "O", "C", "H", "C", "C", "Mo", "H", "C", "H", "I", "H", "C", "N", "C", "H", "H", "H", "H", "H", "H", "C", "H", "H", "H", "C", "C", "C", "C", "H", "H", "H", "H", "C", "C", "H", "H", "C", "H"], "coordinates": [[-3.237, -1.578, -3.464], [-2.864, -0.904, -0.568], [4.252, 1.334, 2.934], [-2.506, -0.005, -3.836], [-3.186, -2.208, -0.584], [-5.118, -0.222, -2.485], [0.359, 3.368, -2.856], [0.704, -0.908, 1.876], [-1.628, 2.729, -1.055], [-2.727, -2.781, 2.730], [2.944, -1.308, -1.022], [-2.833, 4.181, -1.918], [3.809, -0.730, -3.364], [1.792, 1.716, -1.578], [-0.642, -1.443, 4.274], [2.248, -1.712, -2.315], [-2.314, -0.289, 0.601], [-4.986, 0.813, -1.038], [3.609, 2.573, 0.885], [-2.686, -2.348, 1.758], [4.981, -0.970, 2.172], [0.208, -3.437, -0.227], [-3.563, 0.506, 4.355], [3.629, 0.061, 0.887], [0.477, 2.393, -1.862], [-1.750, 0.691, 3.081], [4.414, -2.291, 0.679], [1.884, -2.781, -2.108], [-2.586, -0.749, -3.054], [-0.459, 2.063, -1.000], [4.318, -1.075, 1.349], [-2.550, 2.126, 0.038], [-1.636, -1.202, -2.810], [-3.679, -0.082, 3.456], [-1.062, 4.891, -3.534], [-1.679, -1.051, 4.318], [5.316, 1.386, 3.284], [-0.040, 4.459, 2.646], [-2.348, -1.756, 4.686], [-3.662, 2.447, 0.272], [0.331, -3.552, 1.482], [-1.663, -0.346, 5.148], [1.750, -3.040, 0.562], [-1.889, 1.016, 0.612], [2.789, 1.939, -2.163], [-2.178, -0.308, 3.131], [4.967, -3.147, 1.057], [3.727, -2.339, -0.523], [-4.556, 0.564, -2.000], [-0.097, 0.493, 0.441], [-4.234, 0.581, 2.785], [-1.842, 3.789, -1.894], [4.006, 0.395, 3.512], [-2.059, 3.148, 3.828], [4.203, -2.270, -2.966], [-0.822, 4.090, -2.799], [1.655, 0.697, -0.569], [0.460, -1.494, 0.860], [3.858, 2.300, 3.363], [1.284, -0.058, -3.265], [-4.092, -1.066, 3.687], [0.753, -1.577, -3.730], [2.621, 2.810, 1.162], [2.961, -2.009, -4.314], [2.775, -0.124, -0.282], [0.186, -0.931, -2.165], [0.281, 1.393, 1.799], [-3.517, -2.720, -1.496], [-2.280, -0.996, 1.793], [-3.116, -2.945, 0.573], [3.329, -1.705, -3.319], [0.737, -2.933, 0.641], [-2.448, 0.809, -1.691], [3.764, -3.275, -1.072], [4.140, 3.376, 1.332], [-3.283, -4.048, 0.547], [-3.095, -0.036, -1.830], [1.034, -1.047, -2.881], [1.216, 3.381, -3.603], [3.731, 2.585, -0.205], [3.913, 1.298, 1.529], [-4.504, 1.390, -2.676]], "mulliken_charge": [0.377, 0.195, -1.687, 0.483, -0.166, 0.471, -0.736, -0.288, 0.811, 0.691, 0.129, 0.675, 0.439, -0.338, 0.266, 0.880, 0.482, 0.413, -1.466, -0.979, 0.576, 0.214, 0.635, -0.009, 0.249, -0.436, -1.654, 0.444, -1.565, 0.398, -0.973, -1.144, 0.397, -1.582, 0.456, -1.817, 0.406, -0.012, 0.532, -0.408, 0.509, 0.502, 0.373, 1.077, -0.512, 0.912, 0.468, -0.032, -1.727, -0.722, 0.247, -1.131, 0.451, 0.156, 0.447, -0.648, 1.552, 1.650, 0.408, 0.424, 0.482, 0.844, 0.237, 0.408, 0.097, -0.404, 0.208, 0.458, 1.350, -1.231, -1.481, -1.652, -0.532, 0.515, 0.673, 0.440, 1.535, -1.642, 0.526, 0.322, 1.685, 0.395]}



{"formula": "C33H78N4O3", "method": "ωB97M-V/def2-TZVPD", "molar_mass_g_mol": 579.012, "multiplicity": 1, "e_lumo_ev": 0.305, "relative_energy_kcal_mol": 50.43, "gap_ev": 8.87, "smiles": "CCN(CC)CC.CCN(CC)CC.CCN(CC)CC.CCN(CC)CC.CC(C)=O.CC(C)=O.CC(C)=O", "e_homo_ev": -8.56, "fmax_ha_per_bohr": 0.0606, "elements": ["C", "C", "H", "H", "H", "H", "C", "H", "C", "H", "H", "H", "C", "H", "C", "H", "H", "O", "H", "H", "H", "H", "C", "C", "H", "H", "H", "H", "H", "H", "H", "H", "H", "H", "O", "H", "C", "O", "H", "C", "N", "H", "H", "H", "C", "H", "H", "C", "C", "H", "H", "H", "C", "C", "C", "H", "C", "H", "H", "N", "C", "H", "H", "H", "C", "H", "H", "H", "C", "C", "H", "H", "C", "H", "H", "H", "H", "H", "N", "H", "H", "H", "H", "H", "C", "H", "C", "H", "H", "H", "C", "H", "H", "C", "H", "H", "C", "H", "C", "H", "H", "H", "H", "H", "H", "C", "N", "H", "H", "H", "H", "H", "C", "H", "C", "C", "H", "C"], "coordinates": [[6.572, 2.748, 2.014], [1.980, 9.902, -1.173], [-6.194, -0.074, -4.872], [-7.796, -0.109, -4.315], [-2.000, -3.266, 1.450], [-7.155, -0.267, -1.941], [-3.206, -4.752, 3.950], [4.017, -3.736, 2.631], [1.491, -4.566, -3.716], [0.295, -4.836, -5.477], [2.449, 10.891, 0.597], [2.640, 10.569, -1.729], [-5.646, -1.390, -0.105], [-2.602, -1.156, -3.375], [-1.440, -5.331, -3.764], [1.816, -3.665, -4.236], [-2.099, -5.033, -4.580], [2.337, 2.696, -0.271], [-0.240, 7.154, 2.592], [5.973, -5.466, 1.877], [-2.803, -6.857, -3.086], [-2.035, -6.001, -1.743], [-4.672, -4.920, 4.060], [7.353, 5.211, 1.894], [2.449, 0.142, -0.563], [-6.669, -1.614, -0.407], [-3.328, -3.633, 6.843], [2.271, 8.896, -1.475], [8.161, 5.850, 1.541], [-5.682, -1.134, 0.954], [-0.742, -7.090, -5.922], [-1.826, -3.269, 6.345], [-1.256, 7.982, 1.284], [0.876, -4.324, -2.849], [5.973, -2.610, 0.797], [6.951, -4.732, 3.005], [2.457, 2.171, -1.379], [8.907, 3.404, 1.655], [0.121, -8.985, -3.601], [-3.248, -2.466, 4.870], [-2.855, -3.357, 3.727], [-1.054, -4.396, -3.359], [-6.433, 1.199, -2.642], [-2.217, -0.206, -1.875], [6.611, -4.589, 1.979], [7.060, 5.491, 2.906], [-2.829, -5.264, 4.836], [1.351, 10.861, 3.052], [0.740, -5.484, -4.722], [1.739, 0.349, -2.130], [1.697, 7.202, 1.173], [-1.084, -4.615, 1.965], [1.412, 9.366, 2.554], [-6.418, 0.109, -2.651], [-2.446, -5.885, -2.745], [-0.789, -3.817, 4.104], [-1.130, -3.530, 2.052], [-4.331, -2.356, 4.803], [0.928, 10.120, -1.356], [-5.073, -0.349, -2.209], [-6.796, -0.448, -4.044], [-4.286, 0.432, -3.991], [0.816, 7.686, -0.266], [3.396, 0.447, -2.161], [-1.409, -3.184, 3.469], [3.169, 3.842, -2.497], [-5.053, -2.303, -0.149], [-0.214, -3.108, 1.639], [-0.737, -7.407, -4.879], [-4.078, 0.438, -2.921], [2.169, 11.494, 2.709], [1.472, 3.356, -2.855], [0.860, 7.802, 0.817], [-2.890, -1.464, 4.634], [5.892, 3.127, 2.777], [-3.888, -0.434, -0.614], [2.387, 8.894, 2.680], [-4.926, -5.953, 4.300], [1.070, 9.232, 1.123], [3.142, 9.324, 0.499], [0.672, 8.794, 3.114], [2.339, -5.084, -3.269], [-0.127, -9.496, -5.277], [-2.727, -5.255, 3.111], [-4.942, -0.215, -0.783], [-5.271, -4.275, 4.703], [0.133, -8.652, -4.638], [5.991, 2.656, 1.097], [5.223, -2.929, 3.762], [7.413, -4.699, 1.249], [7.720, 3.736, 1.857], [1.497, -6.106, -5.198], [-1.056, -2.156, 3.559], [-0.429, 7.316, 1.531], [-1.775, -7.711, -4.750], [4.494, -1.983, 2.416], [2.489, 3.009, -2.673], [-4.008, 1.482, -2.617], [2.202, 9.857, 0.352], [0.485, 11.407, 2.677], [-3.344, -5.279, -2.622], [-0.609, 6.322, 1.122], [-5.133, -4.684, 3.100], [-1.829, 0.423, -3.391], [-6.843, -1.536, -4.093], [2.563, 0.686, -1.501], [-0.352, -6.246, -4.043], [6.913, 1.752, 2.297], [1.175, -8.427, -4.867], [6.538, 5.423, 1.202], [1.317, 10.896, 4.141], [-5.175, 0.790, -0.430], [-2.821, -2.826, 6.313], [-2.964, -1.942, 6.934], [5.846, -3.305, 1.791], [-2.594, -0.176, -2.897], [2.780, 2.445, -3.559], [4.784, -2.974, 2.765]], "mulliken_charge": [-0.951, -1.320, 0.322, 0.409, 0.292, 0.378, -0.176, 0.276, -1.128, 0.333, 0.329, 0.396, -1.062, 0.280, -0.316, 0.309, 0.227, -0.581, 0.384, 0.311, 0.300, 0.274, -1.412, -1.020, 0.309, 0.341, 0.295, 0.282, 0.301, 0.334, 0.364, 0.297, 0.313, 0.289, -0.572, 0.338, 0.776, -0.570, 0.301, -0.852, 0.133, 0.242, 0.295, 0.326, -1.135, 0.294, 0.303, -1.333, -0.441, 0.280, 0.294, 0.334, -0.335, -0.432, -1.284, 0.233, -1.398, 0.417, 0.327, 0.162, -1.248, 0.290, 0.423, 0.335, -0.388, 0.314, 0.208, 0.428, -0.574, -0.501, 0.311, 0.280, -0.465, 0.522, 0.321, 0.210, 0.364, 0.387, -0.088, 0.324, 0.272, 0.338, 0.399, 0.310, -0.476, 0.310, -1.257, 0.219, 0.339, 0.299, 0.806, 0.413, 0.421, -1.311, 0.425, 0.237, -0.976, 0.350, -0.338, 0.349, 0.394, 0.415, 0.303, 0.423, 0.276, -1.058, 0.116, 0.301, 0.275, 0.299, 0.409, 0.382, -1.133, 0.377, 0.822, -1.270, 0.323, -0.917]}



{"formula": "C4H7NO", "method": "ωB97M-V/def2-TZVPD", "molar_mass_g_mol": 85.106, "multiplicity": 3, "e_lumo_ev": [1.064, -0.854], "relative_energy_kcal_mol": 27.02, "gap_ev": [6.26, 8.88], "e_homo_ev": [-5.19, -9.73], "fmax_ha_per_bohr": 0.0997, "elements": ["C", "H", "N", "C", "C", "H", "O", "H", "H", "H", "H", "C", "H"], "coordinates": [[0.360, -0.327, 0.652], [-2.761, -0.686, 1.090], [-0.786, -0.611, 0.725], [-2.013, -0.616, 0.371], [-0.144, 1.673, -1.499], [-1.091, 1.074, -1.288], [0.728, 1.237, -2.203], [2.245, -0.027, 1.674], [-0.178, 2.740, -1.153], [2.218, -0.923, -0.098], [-2.179, -0.987, -0.632], [1.810, -0.780, 0.967], [1.792, -1.769, 1.394]], "mulliken_charge": [0.192, 0.285, -0.210, -0.631, -0.051, 0.186, -0.396, 0.313, 0.248, 0.227, 0.417, -0.853, 0.273]}



{"formula": "C5H10N3", "method": "ωB97M-V/def2-TZVPD", "molar_mass_g_mol": 112.156, "multiplicity": 1, "e_lumo_ev": -4.966, "relative_energy_kcal_mol": 45.58, "gap_ev": 8.04, "smiles": "NCCC1=[NH+]CC=N1", "e_homo_ev": -13.01, "fmax_ha_per_bohr": 0.0958, "total_charge": 1, "elements": ["H", "N", "H", "C", "N", "C", "H", "H", "H", "C", "H", "H", "H", "H", "H", "C", "N", "C"], "coordinates": [[3.219, 0.152, -1.014], [-1.643, 0.801, 1.084], [-1.161, -2.014, -0.780], [2.338, 0.591, -0.512], [0.943, -0.539, 0.904], [-2.006, -0.546, 0.506], [-2.020, -1.179, 1.398], [-3.022, -0.484, 0.055], [-1.262, -0.560, -1.619], [-1.073, -0.967, -0.633], [1.027, 0.491, -2.132], [2.461, 1.668, -0.381], [-1.540, 1.460, 0.256], [2.578, 0.204, 1.769], [-2.228, 1.153, 1.780], [0.293, -0.486, -0.329], [1.068, 0.180, -1.186], [2.027, 0.075, 0.833]], "mulliken_charge": [0.335, -0.507, 0.343, -0.370, -0.315, -0.557, 0.370, 0.327, 0.327, -0.553, 0.210, 0.296, 0.190, 0.421, 0.220, 0.428, -0.101, -0.065]}